(1)
{
  "formula": "C25H65N5O20",
  "method": "ωB97M-V with the def2-TZVPD basis set",
  "smiles": "C[N+](=O)[O-].C[N+](=O)[O-].C[N+](=O)[O-].C[N+](=O)[O-].C[N+](=O)[O-].COCCOC.COCCOC.COCCOC.COCCOC.COCCOC",
  "e_lumo_ev": -0.38,
  "e_tot_ev": -75355.48494,
  "gap_ev": 8.58,
  "e_above_lowest_kcal_mol": 18.0,
  "symbols": ["C", "N", "O", "O", "H", "H", "H", "C", "N", "O", "O", "H", "H", "H", "C", "N", "O", "O", "H", "H", "H", "C", "N", "O", "O", "H", "H", "H", "C", "N", "O", "O", "H", "H", "H", "C", "O", "C", "C", "O", "C", "H", "H", "H", "H", "H", "H", "H", "H", "H", "H", "C", "O", "C", "C", "O", "C", "H", "H", "H", "H", "H", "H", "H", "H", "H", "H", "C", "O", "C", "C", "O", "C", "H", "H", "H", "H", "H", "H", "H", "H", "H", "H", "C", "O", "C", "C", "O", "C", "H", "H", "H", "H", "H", "H", "H", "H", "H", "H", "C", "O", "C", "C", "O", "C", "H", "H", "H", "H", "H", "H", "H", "H", "H", "H"],
  "xyz": [[0.9941, -0.4151, 0.0913], [0.0420, 0.7369, -0.0652], [0.3260, 1.7435, 0.4926], [-0.9218, 0.6816, -0.7449], [1.4380, -0.6449, 1.0599], [1.8369, -0.3677, -0.5983], [0.3068, -1.2385, -0.1029], [0.6707, 0.9929, 5.1751], [1.5521, 1.7380, 4.2392], [1.6885, 1.2616, 3.1037], [1.9552, 2.8652, 4.5792], [-0.3541, 1.3567, 5.1013], [1.1200, 0.8066, 6.1506], [0.7688, -0.0593, 4.9079], [3.1091, -5.0065, -0.0252], [3.7466, -3.8048, -0.6706], [3.0499, -2.8463, -1.2309], [4.9712, -3.7689, -0.5398], [3.6051, -5.0749, 0.9430], [3.5127, -5.8559, -0.5762], [2.0296, -4.8812, 0.0591], [-2.0146, 3.1461, 2.1408], [-2.6606, 1.8267, 1.9271], [-3.4215, 1.7498, 0.9655], [-2.5547, 0.9585, 2.7781], [-1.1472, 2.9884, 2.7817], [-2.7137, 3.7787, 2.6878], [-1.7934, 3.5853, 1.1680], [-1.4537, -5.8446, 1.7524], [-0.5439, -5.0891, 0.7195], [-0.1878, -3.8668, 0.8422], [-0.1175, -5.7440, -0.2215], [-2.0915, -6.5079, 1.1681], [-1.9982, -5.0244, 2.2203], [-0.7819, -6.3444, 2.4502], [1.6156, 4.5693, -2.1926], [0.6703, 5.3561, -2.6215], [-0.6012, 4.6728, -2.9804], [-1.4021, 4.1525, -1.7381], [-2.0691, 5.1428, -0.9601], [-2.9607, 5.9825, -1.6589], [1.4977, 4.3672, -1.1280], [2.5459, 5.1342, -2.2509], [1.6179, 3.6780, -2.8202], [-0.4441, 3.9362, -3.7683], [-1.2628, 5.4414, -3.3799], [-0.6860, 3.5447, -1.1850], [-2.1447, 3.4121, -2.0354], [-2.3952, 6.8769, -1.9205], [-3.7336, 6.3617, -0.9905], [-3.3538, 5.5776, -2.5915], [-6.0576, 3.4403, -6.4603], [-5.2948, 4.1470, -5.5093], [-4.0182, 3.5092, -5.0616], [-4.2456, 2.3546, -4.1026], [-3.0441, 1.6760, -3.9916], [-2.9947, 0.6911, -2.9737], [-5.4762, 2.8696, -7.1846], [-6.7084, 4.0789, -7.0575], [-6.6596, 2.8782, -5.7464], [-3.5206, 4.2728, -4.4637], [-3.3116, 3.2632, -5.8543], [-5.0095, 1.6701, -4.4716], [-4.5553, 2.8856, -3.2025], [-3.7642, -0.0691, -3.1082], [-3.1626, 1.1670, -2.0075], [-2.0018, 0.2520, -3.0707], [-2.9246, -1.9794, -0.4892], [-3.3147, -2.9391, 0.5474], [-4.6862, -2.9611, 0.9667], [-5.0599, -4.1741, 1.8710], [-4.8100, -5.3944, 1.1430], [-5.2153, -6.5021, 1.9450], [-2.8772, -1.1156, 0.1739], [-3.6398, -1.8053, -1.2931], [-1.9305, -2.2568, -0.8398], [-5.2148, -3.1052, 0.0244], [-5.0013, -2.0272, 1.4322], [-6.0982, -3.9327, 2.0986], [-4.5757, -4.0969, 2.8445], [-6.2814, -6.6454, 2.1207], [-4.8155, -6.5502, 2.9578], [-4.9202, -7.4303, 1.4557], [6.8397, -0.3868, -1.3257], [6.2217, 0.8419, -1.5993], [4.9285, 0.7069, -2.1727], [4.0954, 1.9585, -2.0009], [3.4661, 1.9613, -0.7368], [4.1005, 2.7886, 0.1981], [6.7794, -0.9672, -2.2463], [6.3530, -0.8488, -0.4667], [7.9096, -0.3192, -1.1288], [4.4034, -0.1698, -1.7935], [5.0779, 0.4697, -3.2261], [3.3075, 2.0461, -2.7490], [4.6664, 2.8824, -2.0932], [5.1461, 2.5209, 0.0451], [3.7197, 2.4869, 1.1738], [3.9576, 3.8390, -0.0553], [5.2770, -0.1214, 4.1770], [5.4027, -0.9026, 2.9940], [4.2761, -1.5199, 2.3402], [3.7323, -2.7969, 2.8698], [2.9406, -2.4705, 3.9563], [2.2042, -3.5970, 4.5536], [6.2399, 0.1635, 4.6009], [4.6567, -0.6064, 4.9307], [4.7054, 0.7590, 3.8833], [4.7565, -1.8078, 1.4051], [3.5149, -0.8126, 2.0112], [4.5872, -3.4215, 3.1287], [3.1836, -3.2986, 2.0727], [1.4002, -3.8527, 3.8635], [1.7347, -3.2065, 5.4564], [2.7444, -4.5263, 4.7347]],
  "lowdin_charge": [0.07, -0.43, 0.07, 0.06, 0.08, 0.09, 0.08, 0.04, -0.40, 0.03, 0.05, 0.10, 0.10, 0.09, 0.05, -0.36, 0.01, 0.04, 0.08, 0.11, 0.06, 0.05, -0.43, 0.05, 0.04, 0.09, 0.11, 0.08, 0.09, -0.36, 0.00, 0.04, 0.09, 0.08, 0.09, -0.21, -0.17, -0.10, -0.17, -0.18, -0.10, 0.09, 0.10, 0.09, 0.12, 0.10, 0.09, 0.11, 0.09, 0.09, 0.08, -0.12, -0.20, -0.14, -0.25, -0.19, -0.10, 0.09, 0.08, 0.08, 0.10, 0.13, 0.12, 0.13, 0.08, 0.07, 0.09, -0.05, -0.23, -0.18, -0.19, -0.17, -0.13, 0.07, 0.08, 0.08, 0.12, 0.12, 0.12, 0.12, 0.08, 0.08, 0.08, -0.10, -0.19, -0.19, -0.20, -0.22, -0.09, 0.09, 0.08, 0.09, 0.11, 0.12, 0.11, 0.13, 0.08, 0.09, 0.08, -0.09, -0.18, -0.18, -0.25, -0.18, -0.05, 0.09, 0.07, 0.07, 0.11, 0.12, 0.14, 0.10, 0.07, 0.08, 0.08]
}

(2)
{
  "formula": "C16H25N2O3SV",
  "method": "ωB97M-V with the def2-TZVPD basis set",
  "spin_multiplicity": 2,
  "e_lumo_ev": [-12.68, -11.87],
  "e_tot_ev": -62614.54509,
  "gap_ev": [5.37, 6.22],
  "charge": 3,
  "s2": 0.786,
  "symbols": ["V", "C", "O", "C", "C", "O", "C", "H", "H", "H", "H", "H", "H", "H", "H", "H", "H", "C", "C", "N", "C", "C", "C", "S", "N", "C", "O", "C", "C", "C", "C", "C", "C", "H", "H", "H", "H", "H", "H", "H", "H", "H", "H", "H", "H", "H", "H", "H"],
  "xyz": [[0.1446, 1.1014, 0.7628], [1.8976, -0.3479, -1.2901], [1.5357, -0.1097, 0.1358], [2.6425, -0.3241, 1.0807], [2.0152, -0.4261, 2.4517], [0.8484, 0.4815, 2.4473], [0.2867, 0.7202, 3.8048], [2.1545, -1.4000, -1.3739], [2.7294, 0.3048, -1.5413], [1.0095, -0.1178, -1.8720], [3.3288, 0.5164, 0.9785], [3.1480, -1.2501, 0.8097], [2.7012, -0.0743, 3.2209], [1.6427, -1.4196, 2.6943], [0.0549, -0.2539, 4.2278], [-0.6109, 1.3148, 3.6664], [1.0390, 1.2538, 4.3784], [-5.3569, 0.2465, 1.3060], [-4.8211, 0.5441, -0.0823], [-4.1214, 1.8618, -0.1199], [-5.0239, 3.0206, -0.4417], [-5.0864, 3.2498, -1.9396], [-2.8605, 2.0515, 0.0850], [-1.9249, 0.5196, 0.5324], [-2.3352, 3.2759, 0.0059], [-1.1372, 3.6997, 0.1025], [-0.1257, 2.6761, 0.3020], [-0.6481, 5.0204, 0.0137], [0.7324, 5.3100, 0.0473], [1.1539, 6.6128, -0.0683], [0.2119, 7.6338, -0.2124], [-1.1562, 7.3612, -0.2443], [-1.5934, 6.0631, -0.1349], [-5.8804, -0.7083, 1.2814], [-6.0645, 1.0072, 1.6333], [-4.5562, 0.1749, 2.0433], [-5.6217, 0.6355, -0.8143], [-4.1464, -0.2250, -0.4544], [-4.6465, 3.8864, 0.0940], [-5.9894, 2.7462, -0.0213], [-4.1238, 3.5771, -2.3320], [-5.8192, 4.0319, -2.1352], [-5.4047, 2.3577, -2.4784], [1.4614, 4.5188, 0.1520], [2.2082, 6.8499, -0.0517], [0.5498, 8.6584, -0.3023], [-1.8665, 8.1684, -0.3561], [-2.6493, 5.8332, -0.1584]],
  "lowdin_spin": [1.11, 0.01, 0.01, 0.01, 0.01, 0.01, 0.01, 0.00, 0.00, 0.00, 0.00, 0.00, 0.00, 0.00, 0.00, 0.00, 0.00, 0.00, 0.00, -0.02, 0.00, 0.00, 0.00, -0.08, -0.02, 0.01, -0.04, 0.00, 0.00, 0.00, 0.00, 0.00, 0.00, 0.00, 0.00, 0.00, 0.00, 0.00, 0.00, 0.00, 0.00, 0.00, 0.00, 0.00, 0.00, 0.00, 0.00, 0.00]
}

(3)
{
  "formula": "C19H13MnN4O10",
  "method": "ωB97M-V with the def2-TZVPD basis set",
  "spin_multiplicity": 5,
  "e_lumo_ev": [-0.95, -0.72],
  "e_tot_ev": -77667.74438,
  "gap_ev": [8.18, 8.56],
  "e_above_lowest_kcal_mol": 0.0,
  "s2": 6.038,
  "symbols": ["Mn", "O", "C", "O", "C", "C", "C", "C", "C", "N", "H", "H", "H", "H", "O", "C", "O", "C", "C", "C", "C", "C", "C", "O", "N", "O", "O", "N", "O", "O", "H", "H", "O", "C", "C", "C", "C", "C", "C", "N", "H", "H", "H", "H", "H", "H", "H"],
  "xyz": [[0.6279, 0.2736, -0.1693], [1.5838, -0.4082, 3.6334], [1.5738, -0.2284, 2.4390], [0.5314, 0.0970, 1.7255], [2.8510, -0.3751, 1.6329], [4.0762, -0.6165, 2.2260], [5.1878, -0.7211, 1.4052], [5.0382, -0.5850, 0.0318], [3.7746, -0.3499, -0.4821], [2.7094, -0.2516, 0.3125], [4.1266, -0.7099, 3.3011], [6.1657, -0.9037, 1.8307], [5.8857, -0.6553, -0.6347], [3.5919, -0.2311, -1.5439], [1.8652, 1.1732, -3.7989], [1.1837, 1.2680, -2.8056], [0.9754, 0.2483, -1.9898], [0.4579, 2.5374, -2.4676], [0.1077, 3.3963, -3.4905], [-0.6461, 4.5262, -3.2139], [-1.0893, 4.8092, -1.9364], [-0.7376, 3.9409, -0.9280], [0.1059, 2.8323, -1.1336], [0.5528, 2.1495, -0.1146], [-1.3113, 4.1665, 0.3984], [-1.3697, 5.3035, 0.8053], [-1.7484, 3.1955, 1.0022], [-1.0210, 5.4291, -4.3053], [-1.7021, 6.3968, -4.0256], [-0.6309, 5.1545, -5.4218], [0.4182, 3.1761, -4.5019], [-1.7068, 5.6731, -1.7396], [-1.6638, 0.4845, 0.0034], [-2.1246, -0.6517, 0.7163], [-1.4127, -1.8590, 0.1611], [-1.9944, -3.1177, 0.1576], [-1.2842, -4.1848, -0.3616], [-0.0196, -3.9685, -0.8887], [0.4909, -2.6873, -0.8618], [-0.1862, -1.6654, -0.3325], [-1.7789, 1.3091, 0.5137], [-3.2028, -0.7786, 0.5931], [-1.8910, -0.5595, 1.7798], [-2.9935, -3.2472, 0.5503], [-1.7198, -5.1750, -0.3719], [0.5582, -4.7715, -1.3219], [1.4609, -2.4483, -1.2785]],
  "lowdin_spin": [3.75, 0.01, 0.00, 0.01, 0.01, 0.00, 0.00, 0.00, 0.01, 0.04, 0.00, 0.00, 0.00, 0.00, 0.01, 0.01, 0.01, 0.00, 0.00, 0.00, 0.00, 0.00, 0.01, 0.04, 0.00, 0.00, 0.00, 0.00, 0.00, 0.00, 0.00, 0.00, 0.05, 0.00, 0.00, 0.00, 0.00, 0.00, 0.01, 0.00, 0.00, 0.00, 0.00, 0.00, 0.00, 0.00, 0.00]
}

(4)
{
  "formula": "C41H35BBrGaN13",
  "method": "ωB97M-V with the def2-TZVPD basis set",
  "spin_multiplicity": 2,
  "e_lumo_ev": [-5.35, -5.63],
  "e_tot_ev": -185539.48002,
  "gap_ev": [6.43, 8.00],
  "charge": 2,
  "e_above_lowest_kcal_mol": 9.1,
  "s2": 0.778,
  "symbols": ["Ga", "C", "C", "N", "N", "C", "B", "N", "C", "C", "C", "N", "N", "C", "C", "C", "N", "N", "C", "C", "C", "N", "H", "H", "H", "H", "H", "H", "H", "H", "H", "H", "H", "H", "Br", "C", "C", "C", "C", "N", "C", "H", "H", "H", "H", "C", "C", "N", "C", "C", "C", "C", "C", "C", "C", "C", "N", "C", "N", "H", "H", "H", "H", "H", "H", "H", "H", "H", "N", "C", "C", "C", "C", "C", "C", "C", "C", "C", "C", "C", "C", "C", "H", "H", "H", "H", "H", "H", "H", "H", "H", "H"],
  "xyz": [[0.1250, -0.0587, 0.7226], [-3.3010, -2.6207, 0.5919], [-2.5612, -1.5519, 0.1322], [-1.3437, -1.5280, 0.6953], [-1.2419, -2.7123, 1.3891], [-2.4156, -3.3151, 1.3688], [-0.1880, -2.6487, 2.4066], [-0.3747, -1.2955, 3.2243], [-0.5210, -1.2074, 4.5427], [-0.6363, 0.1226, 4.9103], [-0.5874, 0.7886, 3.6622], [-0.4531, -0.0410, 2.6561], [1.2955, -2.3985, 1.6672], [2.2916, -3.2630, 1.4247], [3.1493, -2.7812, 0.4541], [2.5988, -1.5542, 0.0928], [1.4934, -1.3674, 0.8108], [-0.0065, -3.9281, 3.1671], [0.8848, -4.1437, 4.1746], [0.9851, -5.5318, 4.4078], [0.1868, -6.0367, 3.3134], [-0.4038, -5.1198, 2.6342], [-4.3497, -2.8227, 0.3169], [-2.8718, -0.7489, -0.5877], [-2.6190, -4.1889, 1.8794], [-0.5070, -2.1766, 5.0659], [-0.9621, 0.4437, 5.8857], [-0.8576, 1.7713, 3.4272], [2.3358, -4.2059, 1.7973], [4.0205, -3.2008, 0.0116], [2.9562, -0.8891, -0.6773], [1.3636, -3.3561, 4.6535], [1.5892, -6.0756, 5.1024], [0.0945, -7.0559, 3.0158], [3.8254, 1.8065, 4.4394], [3.0473, 2.2372, 2.8019], [3.0231, 3.5128, 2.3239], [2.3132, 3.7523, 1.1697], [1.5414, 2.7756, 0.5753], [1.5516, 1.5199, 1.1047], [2.3618, 1.2167, 2.1397], [3.4216, 4.3783, 2.8854], [2.2575, 4.7841, 0.8706], [0.8580, 2.9580, -0.2064], [2.4481, 0.1849, 2.4995], [-1.4781, 1.3690, -2.6344], [-0.7140, 0.8477, -1.5769], [-1.0474, 1.1383, -0.2999], [-2.0079, 1.9863, -0.0127], [-2.8712, 2.5352, -0.9442], [-2.5363, 2.2067, -2.2958], [-4.0710, 3.3523, -0.5672], [-3.9486, 4.5380, 0.0206], [-2.6762, 5.2795, 0.3829], [-2.7610, 6.3691, 1.2616], [-1.5723, 7.0754, 1.4521], [-0.3710, 6.6973, 0.9176], [-0.4250, 5.6706, 0.0831], [-1.4968, 4.9647, -0.2328], [-1.1430, 1.2635, -3.6703], [1.2295, 0.6720, -1.4611], [-2.3160, 2.1804, 1.0522], [-3.0414, 2.6131, -3.1788], [-4.9985, 2.9004, -0.8383], [-4.8622, 5.0775, 0.2396], [-3.7392, 6.7960, 1.6056], [-1.4734, 7.8741, 2.1296], [0.5019, 5.3747, -0.3349], [0.4212, 0.0416, -1.6369], [0.7368, -0.7322, -2.7965], [-0.1457, -1.8398, -3.0418], [-0.3446, -2.7559, -2.0113], [-1.3273, -3.7557, -2.1142], [-2.0100, -3.9064, -3.3051], [-1.8137, -3.0176, -4.3732], [-0.8893, -1.9545, -4.2018], [1.8571, -0.3266, -3.6053], [2.3346, -1.2783, -4.5218], [3.3792, -0.9649, -5.3677], [3.9656, 0.2901, -5.2690], [3.5550, 1.2933, -4.4299], [2.4816, 0.9183, -3.5642], [0.2892, -2.6175, -1.1288], [-1.3714, -4.3647, -1.2256], [-2.7948, -4.6096, -3.3797], [-2.3473, -3.0457, -5.2820], [-0.7926, -1.1261, -4.9797], [1.9440, -2.2179, -4.6418], [3.7807, -1.7093, -6.0245], [4.8105, 0.5213, -5.8703], [4.0911, 2.2593, -4.3545], [2.1915, 1.6884, -2.9152]],
  "lowdin_spin": [0.01, 0.00, 0.00, 0.00, 0.00, 0.00, 0.00, 0.00, 0.00, 0.00, 0.00, 0.00, 0.00, 0.00, 0.00, 0.00, 0.00, 0.00, 0.00, 0.00, 0.00, 0.00, 0.00, 0.00, 0.00, 0.00, 0.00, 0.00, 0.00, 0.00, 0.00, 0.00, 0.00, 0.00, 0.00, 0.00, 0.00, 0.00, 0.00, 0.00, 0.00, 0.00, 0.00, 0.00, 0.00, 0.01, 0.02, 0.01, 0.00, 0.00, 0.00, 0.00, 0.00, 0.00, 0.00, 0.00, 0.00, 0.00, 0.00, 0.00, 0.00, 0.00, 0.00, 0.00, 0.00, 0.00, 0.00, 0.00, 0.07, 0.41, 0.05, 0.04, 0.00, 0.03, -0.01, 0.04, 0.03, 0.08, -0.01, 0.09, -0.01, 0.10, 0.00, 0.00, 0.00, 0.00, 0.00, 0.00, 0.00, 0.01, 0.00, 0.01]
}

(5)
{
  "formula": "C5H12O",
  "method": "ωB97M-V with the def2-TZVPD basis set",
  "e_lumo_ev": 0.97,
  "e_tot_ev": -7424.03520,
  "gap_ev": 9.17,
  "e_above_lowest_kcal_mol": 75.5,
  "symbols": ["C", "C", "C", "C", "C", "O", "H", "H", "H", "H", "H", "H", "H", "H", "H", "H", "H", "H"],
  "xyz": [[-1.3910, 0.6512, -1.5241], [-0.5949, -0.2721, -0.5951], [-1.5263, -0.9490, 0.4126], [0.5246, 0.4665, 0.1176], [1.7472, 0.7298, -0.5462], [2.7174, -0.4998, 0.4203], [-0.7424, 1.1134, -2.2769], [-1.8604, 1.4605, -0.9516], [-2.1867, 0.1094, -2.0482], [-0.1400, -1.0608, -1.2155], [-1.9868, -0.2010, 1.0708], [-0.9777, -1.6547, 1.0458], [-2.3360, -1.4899, -0.0905], [0.2079, 1.2153, 0.8454], [1.5377, -0.4115, 0.7188], [2.3615, 1.5850, -0.2809], [1.9271, 0.3468, -1.5499], [2.8498, -1.3089, -0.1043]],
  "lowdin_charge": [-0.09, -0.47, -0.09, -0.24, -0.05, -0.15, 0.07, 0.08, 0.07, 0.13, 0.08, 0.07, 0.07, 0.11, 0.13, 0.10, 0.10, 0.06]
}